1.
The following is a DFT calculation (ωB97M-V with the def2-TZVPD basis set) of a molecular structure, C3H10N2O2.

Last column: Mulliken charge in e.
Element x y z (Å)
C1 -0.936 1.516 1.552  -0.613
C2 1.192 0.373 -2.053  -0.483
C3 0.300 -1.835 0.807  -0.750
N1 0.030 -0.507 0.277  0.260
N2 -1.034 -0.540 -0.566  -0.223
O1 -1.164 0.141 1.367  -0.439
O2 0.125 -0.497 -1.804  -0.440
H1 -1.489 0.346 -0.799  0.270
H2 -1.125 1.753 2.603  0.265
H3 -1.575 2.130 0.909  0.267
H4 0.108 1.793 1.350  0.273
H5 0.902 1.054 -2.858  0.242
H6 2.032 -0.211 -2.447  0.199
H7 1.509 0.953 -1.176  0.252
H8 0.523 -1.723 1.867  0.291
H9 -0.550 -2.514 0.714  0.316
H10 1.151 -2.232 0.258  0.312

Calculated values
Total charge ... 0
HOMO energy ... -9.32 eV
Gap between HOMO and LUMO ... 0.356 Eh

---

2.
The following is a DFT calculation (ωB97M-V with the def2-TZVPD basis set) of 2 unconnected molecules or ions with the total composition C3H10N2O2.

Last column: Mulliken charge in e.
Element x y z (Å)
C1 1.632 -0.607 0.748  -0.932
C2 0.830 -1.140 -0.448  -0.502
N1 -0.500 -0.456 -0.381  -0.199
C3 -0.589 0.880 -0.822  0.455
N2 0.288 1.124 -1.851  -0.327
O1 -1.380 1.775 -0.555  -0.611
H1 1.655 0.514 0.795  0.258
H2 2.728 -0.789 0.755  0.356
H3 1.263 -1.065 1.633  0.292
H4 1.424 -1.092 -1.389  0.266
H5 0.539 -2.199 -0.253  0.297
H6 -1.034 -0.731 0.448  0.292
H7 0.478 2.019 -2.257  0.184
H8 0.687 0.365 -2.349  0.195
O2 -2.398 0.334 1.722  -0.589
H9 -3.120 0.939 1.548  0.281
H10 -2.503 0.127 2.655  0.283

Calculated values
Total charge ... 0
HOMO energy ... -9.25 eV
SMILES ... CCNC(N)=O.O
Gap between HOMO and LUMO ... 0.370 Eh

---

3.
The following is a DFT calculation (ωB97M-V with the def2-TZVPD basis set) of 2 unconnected molecules or ions with the total composition C3H10N2O2.

Last column: Mulliken charge in e.
Element x y z (Å)
N1 1.240 0.230 -3.125  -0.397
C1 0.410 0.732 -2.172  0.646
O1 0.542 1.821 -1.662  -0.593
O2 -0.562 -0.141 -1.842  -0.492
H1 0.960 -0.572 -3.660  0.216
H2 1.851 0.888 -3.574  0.243
H3 -0.747 0.059 -0.905  0.352
C2 -1.547 -0.293 1.840  -1.189
C3 -0.049 -0.413 2.078  -0.224
N2 0.699 -0.195 0.828  -0.485
H4 -1.859 -1.038 1.109  0.273
H5 -2.119 -0.468 2.752  0.355
H6 -1.822 0.694 1.469  0.307
H7 0.266 0.272 2.869  0.272
H8 0.160 -1.418 2.448  0.296
H9 1.137 0.717 0.820  0.219
H10 1.440 -0.876 0.728  0.201

Calculated values
Total charge ... 0
HOMO energy ... -9.61 eV
SMILES ... NC(=O)O.CCN
Gap between HOMO and LUMO ... 0.387 Eh

---

Ordering by calculated energy gives the sequence 3, 2, 1, with the first entry being the most stable.